Record 1
This record from the OMol25 dataset describes a structure of composition C3H2AgO3. The level of theory is ωB97M-V/def2-TZVPD.

Geometry as XYZ:
```
9
Properties=species:S:1:pos:R:3:lowdin_charge:R:1
O -0.92 0.88 1.40 -0.11
C 0.19 0.45 1.06 -0.24
C 0.40 -0.29 -0.19 -0.46
O -0.55 -0.32 -1.06 -0.17
Ag -2.51 0.49 -0.25 0.80
H 1.08 0.70 1.67 0.12
C 1.71 -0.35 -0.78 -0.04
O 2.74 -0.60 0.01 0.00
H 2.52 -0.80 0.93 0.09
```

Its max |F| is 1.589 eV/A. Its spin multiplicity is 2. As for the orbital gap (alpha / beta): 0.230 / 0.240 hartree. As for the LUMO energy (alpha / beta): -1.4 / -1.4 eV. The charge is 0. Its energy above the lowest of the compared OMol25 structures with the same formula, charge and spin is 1.0462 eV.


Record 2
This record from the OMol25 dataset describes the molecule Cl2HNO2. The level of theory is ωB97M-V/def2-TZVPD.

Geometry as XYZ:
```
6
Properties=species:S:1:pos:R:3:lowdin_charge:R:1
Cl -0.92 1.72 0.66 0.60
O -1.00 0.68 -0.67 -0.61
N -0.31 -0.72 -0.40 -0.10
O 0.92 -0.77 -0.60 -0.39
Cl 2.18 -0.03 0.63 0.42
H -0.87 -0.88 0.37 0.09
```

Its max |F| is 4.765 eV/A. Its SMILES is ClONOCl. Its spin multiplicity is 1. As for the orbital gap: 0.334 hartree. As for the LUMO energy: -1.7 eV. The charge is 0. Its energy above the lowest of the compared OMol25 structures with the same formula, charge and spin is 1.2144 eV.


Record 3
This record from the OMol25 dataset describes the molecule C6H9N3O2. The level of theory is ωB97M-V/def2-TZVPD.

Geometry as XYZ:
```
20
Properties=species:S:1:pos:R:3:lowdin_charge:R:1
N -1.85 0.89 0.66 0.04
C -0.52 1.47 0.61 -0.30
C 0.61 0.57 1.13 -0.10
C 0.71 -0.71 0.36 -0.30
C 1.60 -1.07 -0.60 -0.05
N 1.20 -2.31 -1.03 0.04
C 0.08 -2.64 -0.35 -0.20
N -0.26 -1.70 0.50 0.09
C -0.20 1.92 -0.81 -0.52
O 0.90 2.24 -1.18 0.10
O -1.26 1.95 -1.62 0.10
H -1.79 -0.14 0.62 0.07
H -2.33 1.13 1.55 0.11
H -0.52 2.40 1.21 0.16
H 1.55 1.10 1.06 0.12
H 0.43 0.36 2.21 0.13
H 2.44 -0.58 -0.99 0.11
H 1.65 -2.90 -1.77 0.18
H -0.43 -3.57 -0.51 0.11
H -1.99 1.60 -1.03 0.10
```

Its max |F| is 2.171 eV/A. Its SMILES is N[C@@H](Cc1c[nH]cn1)C(=O)O. Its spin multiplicity is 1. As for the orbital gap: 0.358 hartree. As for the LUMO energy: 0.7 eV. The charge is 0. Its energy above the lowest of the compared OMol25 structures with the same formula, charge and spin is 0.0374 eV.


Results for DFT total energy: -488.0323, -1125.9658, -548.8200 (in hartree, following the order of the records).